#1
Formula: C2H2N3O
Source: the Open Molecules 2025 dataset
Level of theory: ωB97M-V/def2-TZVPD

As for the HOMO energy: -0.642 hartree. The charge is +1. The value obtained for the orbital gap is 10.08 eV. As for the LUMO energy: -7.39 eV.

```
8
C2H2N3O ωB97M-V/def2-TZVPD
C 0.149 -0.139 -0.303
C 3.171 1.132 0.183
N 0.659 -1.335 -0.255
N 1.794 -1.783 -0.042
N 2.701 -2.361 0.170
O 3.822 1.962 -0.120
H 0.874 0.547 0.040
H -0.951 -0.146 -0.432
```

These are the Löwdin partial charges, in e, on atoms 1 to 2: atom 1 (C): 0.2306, atom 2 (C): -0.0076

#2
Formula: C2H2N3O
Source: the Open Molecules 2025 dataset
Level of theory: ωB97M-V/def2-TZVPD

As for the HOMO energy: -0.628 hartree. The charge is +1. The value obtained for the orbital gap is 10.06 eV. As for the LUMO energy: -7.04 eV.

```
8
C2H2N3O ωB97M-V/def2-TZVPD
C 1.047 1.106 1.928
C -1.082 -0.169 -1.298
N -0.076 -1.133 -0.721
N 0.579 -1.979 -0.497
N 0.755 0.463 1.047
O -1.457 0.761 -0.742
H 1.606 1.673 2.646
H -1.372 -0.722 -2.363
```

These are the Löwdin partial charges, in e, on atoms 1 to 2: atom 1 (C): 0.0178, atom 2 (C): -0.1859

If we sort the structures by their calculated energies, the order from most to least stable is #2, #1.

#1
Formula: C2H6NO3
Source: the Open Molecules 2025 dataset
Level of theory: ωB97M-V/def2-TZVPD

As for the HOMO energy (alpha / beta): -0.080 / -0.080 hartree. The charge is -1. The value obtained for the orbital gap (alpha / beta) is 6.30 / 6.30 eV. As for the LUMO energy (alpha / beta): 4.13 / 4.13 eV.

```
12
C2H6NO3 ωB97M-V/def2-TZVPD
C -0.076 0.623 -0.347
C 0.666 -0.400 0.354
N -2.065 0.331 0.136
O -2.334 -0.847 -0.281
O 0.233 -1.742 0.044
O 2.040 -0.385 -0.043
H 0.022 1.671 0.057
H -0.311 0.503 -1.381
H 0.680 -0.276 1.457
H -1.590 0.402 1.145
H -0.729 -1.915 -0.075
H 2.135 -0.675 -1.018
```

These are the Löwdin partial charges, in e, on atoms 1 to 2: atom 1 (C): -0.1171, atom 2 (C): -0.5727

#2
Formula: C2H6NO3
Source: the Open Molecules 2025 dataset
Level of theory: ωB97M-V/def2-TZVPD

As for the HOMO energy: -0.135 hartree. The charge is -1. The value obtained for the orbital gap is 7.45 eV. As for the LUMO energy: 3.78 eV.

```
12
C2H6NO3 ωB97M-V/def2-TZVPD
O 1.704 -0.623 -1.101
C 2.020 0.287 -0.331
O 2.969 1.055 -0.181
C 0.832 0.597 0.774
N -0.533 0.212 0.330
H 0.967 1.663 0.979
H 1.001 -0.066 1.633
H -1.174 0.704 0.943
H -0.667 0.675 -0.563
H -1.978 -1.062 -0.302
H -2.952 -1.591 -1.364
O -2.189 -1.851 -0.816
```

These are the Löwdin partial charges, in e, on atoms 1 to 2: atom 1 (O): -0.0645, atom 2 (C): -0.7624

#3
Formula: C2H6NO3
Source: the Open Molecules 2025 dataset
Level of theory: ωB97M-V/def2-TZVPD

As for the HOMO energy: -0.138 hartree. The charge is -1. The value obtained for the orbital gap is 6.91 eV. As for the LUMO energy: 3.15 eV.

```
12
C2H6NO3 ωB97M-V/def2-TZVPD
C -0.296 -1.804 -0.872
N -1.635 -1.621 -0.309
C -1.897 -0.318 0.306
O -2.848 -0.273 1.117
O -1.141 0.624 -0.027
H 0.162 -0.820 -0.948
H -0.286 -2.235 -1.874
H 0.376 -2.414 -0.259
H -2.028 -2.429 0.143
H 3.561 4.257 1.310
H 2.528 3.540 0.701
O 3.506 3.493 0.712
```

These are the Löwdin partial charges, in e, on atoms 1 to 2: atom 1 (C): -0.1644, atom 2 (N): -0.0386

If we sort the structures by their calculated energies, the order from most to least stable is #3, #2, #1.

#1
Formula: C2H6NO3
Source: the Open Molecules 2025 dataset
Level of theory: ωB97M-V/def2-TZVPD

As for the HOMO energy: -0.113 hartree. The charge is -1. The value obtained for the orbital gap is 6.91 eV. As for the LUMO energy: 3.84 eV.

```
12
C2H6NO3 ωB97M-V/def2-TZVPD
O -0.364 -0.652 1.365
C 0.335 -0.581 0.351
N 1.098 0.463 -0.007
C 1.918 0.520 -1.281
O 1.678 -0.454 -2.111
H 0.439 -1.400 -0.374
H 0.971 1.294 0.530
H 3.012 0.542 -1.003
H 1.660 1.591 -1.653
H -3.017 0.061 1.239
H -3.912 -1.151 1.319
O -3.818 -0.232 1.626
```

These are the Löwdin partial charges, in e, on atoms 1 to 2: atom 1 (O): -0.0886, atom 2 (C): -0.4058

#2
Formula: C2H6NO3
Source: the Open Molecules 2025 dataset
Level of theory: ωB97M-V/def2-TZVPD

As for the HOMO energy: -0.166 hartree. The charge is -1. The value obtained for the orbital gap is 8.69 eV. As for the LUMO energy: 4.17 eV.

```
12
C2H6NO3 ωB97M-V/def2-TZVPD
O -0.148 -0.028 1.749
C -0.467 -0.101 0.526
N 0.224 -0.387 -0.528
C -0.472 -0.680 -2.257
O 0.316 -1.248 -3.040
H -1.555 -0.037 0.356
H 1.112 -0.868 -0.460
H -1.342 -1.282 -1.907
H -0.634 0.411 -2.322
H 0.878 0.655 2.296
H 0.657 2.063 2.845
O 1.432 1.501 2.742
```

These are the Löwdin partial charges, in e, on atoms 1 to 2: atom 1 (O): -0.1014, atom 2 (C): -0.4255

If we sort the structures by their calculated energies, the order from most to least stable is #1, #2.

#1
Formula: C2H5NO2
Source: the Open Molecules 2025 dataset
Level of theory: ωB97M-V/def2-TZVPD

As for the HOMO energy: -0.360 hartree. The charge is 0. The SMILES is NC(=O)CO. The value obtained for the orbital gap is 10.50 eV. As for the LUMO energy: 0.71 eV.

```
10
C2H5NO2 ωB97M-V/def2-TZVPD
N -1.406 0.127 0.449
C -0.264 0.747 0.013
O -0.131 1.956 0.056
C 0.930 -0.104 -0.417
O 0.810 -1.495 -0.239
H -2.111 0.781 0.762
H -1.745 -0.726 0.027
H 1.133 0.077 -1.477
H 1.772 0.326 0.142
H 1.012 -1.690 0.684
```

These are the Löwdin partial charges, in e, on atoms 1 to 2: atom 1 (N): 0.1560, atom 2 (C): -0.5260

#2
Formula: C2H5NO2
Source: the Open Molecules 2025 dataset
Level of theory: ωB97M-V/def2-TZVPD

As for the HOMO energy: -0.339 hartree. The charge is 0. The SMILES is NCC(=O)O. The value obtained for the orbital gap is 9.93 eV. As for the LUMO energy: 0.71 eV.

```
10
C2H5NO2 ωB97M-V/def2-TZVPD
N 0.249 0.428 -1.259
C -0.165 -0.670 -0.377
C 0.132 -0.252 1.078
O 0.073 -0.970 2.069
O 0.183 1.146 1.123
H 1.213 0.699 -1.433
H -0.367 0.409 -2.012
H -1.289 -0.642 -0.301
H 0.205 -1.700 -0.724
H -0.233 1.551 1.835
```

These are the Löwdin partial charges, in e, on atoms 1 to 2: atom 1 (N): -0.0115, atom 2 (C): -0.1665

#3
Formula: C2H5NO2
Source: the Open Molecules 2025 dataset
Level of theory: ωB97M-V/def2-TZVPD

As for the HOMO energy: -0.355 hartree. The charge is 0. The SMILES is C[C@H](O)N=O. The value obtained for the orbital gap is 9.31 eV. As for the LUMO energy: -0.37 eV.

```
10
C2H5NO2 ωB97M-V/def2-TZVPD
C -0.541 -0.960 0.171
C 0.357 -0.015 -0.550
O 1.612 0.152 0.040
N -0.645 1.217 -0.316
O -0.194 2.008 0.509
H -0.370 -1.017 1.247
H -0.623 -1.941 -0.294
H -1.526 -0.154 0.142
H 0.419 -0.176 -1.626
H 1.511 0.887 0.678
```

These are the Löwdin partial charges, in e, on atoms 1 to 2: atom 1 (C): -0.0523, atom 2 (C): -0.4212

#4
Formula: C2H5NO2
Source: the Open Molecules 2025 dataset
Level of theory: ωB97M-V/def2-TZVPD

As for the HOMO energy: -0.361 hartree. The charge is 0. The SMILES is CC(=O)NO. The value obtained for the orbital gap is 10.59 eV. As for the LUMO energy: 0.78 eV.

```
10
C2H5NO2 ωB97M-V/def2-TZVPD
C -1.877 -0.415 -0.011
C -0.423 0.125 -0.017
O -0.175 1.320 -0.012
N 0.656 -0.790 0.086
O 1.910 -0.143 0.032
H -2.494 0.220 -0.736
H -2.279 -0.099 1.047
H -2.016 -1.533 -0.074
H 0.504 -1.564 -0.617
H 1.615 0.832 -0.221
```

These are the Löwdin partial charges, in e, on atoms 1 to 2: atom 1 (C): -0.0165, atom 2 (C): -0.5061

If we sort the structures by their calculated energies, the order from most to least stable is #1, #2, #4, #3.